[1]
ORCA calculation (ωB97M-V/def2-TZVPD) on C42H43BrCsFN11O5S2 as an isolated structure.

Structure (ORCA input):
```
! RIJCOSX wB97M-V def2-TZVPD def2/J DEFGRID3
* xyz 1 1
Cs 0.07 -0.11 -0.21
C -2.47 3.60 3.37
C -1.55 2.53 2.84
N -0.74 2.72 1.86
N -0.71 3.96 1.32
C 0.16 4.33 0.34
N 0.05 5.66 0.04
S 1.22 3.36 -0.47
C -1.54 1.19 3.49
C -1.90 1.06 4.83
C -1.85 -0.20 5.42
C -1.46 -1.28 4.66
C -1.11 -1.05 3.33
N -1.15 0.14 2.76
H -3.01 4.08 2.55
H -1.92 4.37 3.92
H -3.22 3.18 4.04
H -1.31 4.68 1.70
H -0.26 6.31 0.75
H 0.76 6.00 -0.58
H -2.19 1.92 5.42
H -2.12 -0.32 6.46
H -1.41 -2.27 5.08
H -0.78 -1.87 2.70
C 0.14 1.99 -8.40
C -0.49 0.70 -7.92
N -0.86 0.73 -6.50
C 0.02 0.23 -5.58
C -0.14 0.24 -4.24
C 1.00 -0.40 -3.44
O 2.13 0.08 -3.66
O 0.69 -1.37 -2.72
C -1.30 0.89 -3.67
O -1.54 1.05 -2.48
C -2.23 1.45 -4.68
C -3.38 2.10 -4.22
C -4.26 2.65 -5.11
F -5.38 3.28 -4.67
C -4.04 2.58 -6.49
C -2.92 1.94 -6.95
C -2.00 1.37 -6.06
N -4.96 3.17 -7.43
C -6.28 2.56 -7.43
C -7.06 3.03 -8.63
N -7.15 4.54 -8.59
C -5.79 5.18 -8.52
C -5.05 4.62 -7.31
H 0.41 1.91 -9.45
H 1.05 2.21 -7.83
H -0.54 2.84 -8.28
H 0.21 -0.13 -8.04
H -1.37 0.44 -8.51
H 0.92 -0.19 -6.01
H -3.55 2.17 -3.15
H -2.76 1.91 -8.02
H -6.85 2.78 -6.51
H -6.18 1.47 -7.49
H -8.07 2.64 -8.66
H -6.54 2.78 -9.56
H -7.69 4.81 -7.76
H -7.66 4.88 -9.40
H -5.93 6.25 -8.45
H -5.28 4.92 -9.45
H -5.56 4.94 -6.39
H -4.05 5.05 -7.30
C -3.61 -1.26 -0.01
O -2.39 -1.94 0.20
C -2.44 -3.23 0.63
C -3.61 -3.93 0.85
C -3.53 -5.26 1.26
Br -5.14 -6.22 1.54
C -2.32 -5.88 1.48
C -1.14 -5.15 1.29
C -1.19 -3.84 0.85
O -0.09 -3.05 0.69
C 0.15 -5.84 1.55
N 0.30 -7.13 1.44
C 1.63 -7.36 1.75
C 2.35 -8.55 1.79
C 3.69 -8.49 2.11
C 4.32 -7.26 2.39
C 3.63 -6.07 2.36
C 2.27 -6.15 2.04
N 1.29 -5.19 1.91
H -4.23 -1.75 -0.76
H -3.32 -0.27 -0.38
H -4.19 -1.15 0.91
H -4.57 -3.48 0.69
H -2.25 -6.91 1.79
H 0.69 -3.52 0.33
H 1.87 -9.50 1.57
H 4.28 -9.40 2.14
H 5.38 -7.25 2.63
H 4.11 -5.12 2.57
H 1.44 -4.20 2.04
S 3.29 -1.30 1.00
C 3.08 -2.18 -0.41
N 3.51 -1.67 -1.61
C 3.47 -2.35 -2.76
C 3.04 -3.64 -2.77
C 2.50 -4.10 -1.56
N 2.49 -3.41 -0.44
H 3.73 -0.68 -1.63
H 3.77 -1.80 -3.64
H 3.01 -4.23 -3.67
H 2.03 -5.07 -1.51
*
```

DFT total energy = -165855.4883 eV
HOMO level = -9.020 eV
Kohn-Sham gap = 0.2153 hartree

***

[2]
ORCA calculation (ωB97M-V/def2-TZVPD) on C42H43ClP2V as an isolated structure at a distorted geometry.

Structure (ORCA input):
```
! RIJCOSX wB97M-V def2-TZVPD def2/J DEFGRID3
* xyz 0 4
V -0.34 0.19 1.45
C -0.24 -3.96 -0.59
C 0.79 -3.48 -1.29
C 0.93 -3.67 -2.78
C -0.31 -3.36 -3.66
C -1.39 -2.48 -3.11
C -2.34 -2.84 -2.24
C -2.53 -4.23 -1.74
C -1.26 -4.90 -1.15
C -0.45 2.33 0.43
H -0.37 -3.74 0.47
H 1.64 -3.00 -0.79
H 1.23 -4.71 -2.99
H 1.77 -3.04 -3.13
H 0.08 -2.84 -4.55
H -0.72 -4.31 -4.02
H -1.44 -1.50 -3.59
H -3.13 -2.14 -1.94
H -2.91 -4.90 -2.54
H -3.30 -4.22 -0.96
H -1.59 -5.55 -0.32
H -0.80 -5.55 -1.91
H -0.72 1.99 1.46
H -0.87 3.35 0.38
H 0.63 2.40 0.25
P 1.53 -0.46 0.26
P -1.26 1.46 -0.93
C 0.79 -0.52 -1.37
C -0.36 0.14 -1.73
C 3.29 -0.27 0.07
C 3.98 -1.07 -0.85
C 5.37 -0.94 -0.96
C 6.05 0.00 -0.18
C 5.35 0.81 0.71
C 3.98 0.68 0.85
C 1.15 -1.84 1.45
C -0.19 -1.94 1.96
C -0.41 -2.62 3.18
C 0.64 -3.27 3.81
C 1.93 -3.23 3.27
C 2.19 -2.53 2.10
C -1.36 2.64 -2.28
C -0.14 3.20 -2.73
C -0.16 4.22 -3.68
C -1.37 4.64 -4.24
C -2.56 3.97 -3.90
C -2.56 2.97 -2.93
C -2.94 1.10 -0.38
C -3.59 1.63 0.76
C -4.84 1.13 1.13
C -5.42 0.07 0.42
C -4.81 -0.40 -0.74
C -3.61 0.16 -1.18
H 1.40 -0.96 -2.16
H -0.61 0.07 -2.79
H 3.45 -1.80 -1.46
H 5.91 -1.57 -1.67
H 7.13 0.10 -0.28
H 5.89 1.56 1.30
H 3.43 1.29 1.56
H -1.06 -1.55 1.34
H -1.41 -2.64 3.61
H 0.47 -3.82 4.74
H 2.74 -3.74 3.78
H 3.21 -2.50 1.69
H 0.81 2.86 -2.32
H 0.77 4.71 -3.97
H -1.40 5.47 -4.94
H -3.50 4.25 -4.38
H -3.49 2.46 -2.65
H -3.13 2.42 1.37
H -5.37 1.54 2.00
H -6.36 -0.37 0.76
H -5.26 -1.22 -1.31
H -3.17 -0.14 -2.13
Cl -1.39 2.56 4.86
C 0.10 3.29 4.41
C 0.43 4.54 4.94
C 1.59 5.20 4.53
C 2.39 4.62 3.54
C 2.07 3.36 3.03
C 0.98 2.61 3.53
C 0.79 1.21 3.13
H -0.22 4.98 5.69
H 1.86 6.16 4.97
H 3.28 5.14 3.18
H 2.70 2.94 2.25
H 1.78 0.74 2.99
H 0.17 0.64 3.82
*
```

DFT total energy = -101029.5797 eV
Expectation value of S² = 3.81
HOMO level (spin up / spin down) = -4.511 / -4.912 eV
Kohn-Sham gap (spin up / spin down) = 0.1647 / 0.1881 hartree

***

[3]
ORCA calculation (ωB97M-V/def2-TZVPD) on C42H43InN3O4PS as an isolated structure at a distorted geometry.

Structure (ORCA input):
```
! RIJCOSX wB97M-V def2-TZVPD def2/J DEFGRID3
* xyz 2 1
In 0.02 -0.11 1.20
C -1.07 -4.66 -4.91
O -1.38 -3.62 -3.99
C -2.69 -3.37 -3.73
C -3.76 -4.14 -4.16
C -5.06 -3.76 -3.86
C -5.31 -2.59 -3.16
C -4.25 -1.83 -2.71
C -2.95 -2.23 -2.96
N -1.87 -1.46 -2.48
C -1.64 -1.15 -1.18
N -2.46 -1.74 -0.29
C -2.43 -1.95 1.09
C -1.54 -1.43 2.02
C -1.64 -1.71 3.37
C -2.68 -2.50 3.82
C -3.57 -3.06 2.92
C -3.45 -2.83 1.56
O -4.21 -3.39 0.60
C -5.09 -4.45 0.97
N -0.72 -0.27 -0.86
C 0.16 0.16 -1.88
C -0.10 1.28 -2.65
C 0.78 1.62 -3.67
C 1.90 0.83 -3.91
C 2.18 -0.27 -3.11
C 1.32 -0.60 -2.07
O 1.49 -1.62 -1.17
C 2.35 -2.69 -1.54
H 0.01 -4.66 -5.01
H -1.52 -4.47 -5.89
H -1.41 -5.63 -4.55
H -3.60 -5.04 -4.74
H -5.87 -4.38 -4.20
H -6.33 -2.28 -2.97
H -4.43 -0.90 -2.20
H -1.15 -1.23 -3.16
H -3.16 -2.35 -0.71
H -0.92 -1.29 4.07
H -2.79 -2.70 4.87
H -4.37 -3.68 3.29
H -5.44 -4.87 0.03
H -5.94 -4.07 1.54
H -4.57 -5.22 1.55
H -0.99 1.86 -2.47
H 0.59 2.49 -4.27
H 2.55 1.07 -4.73
H 3.06 -0.86 -3.31
H 2.22 -3.46 -0.78
H 3.39 -2.38 -1.58
H 2.04 -3.10 -2.51
C -2.51 2.24 1.50
P -0.70 2.47 1.66
C -0.54 2.81 3.45
C -0.35 4.04 0.81
C -0.70 5.25 1.39
C -0.44 6.43 0.72
C 0.17 6.41 -0.53
C 0.52 5.20 -1.11
C 0.26 4.01 -0.44
H -3.05 3.15 1.79
H -2.81 1.41 2.14
H -2.76 2.01 0.46
H -1.37 3.42 3.80
H 0.40 3.33 3.66
H -0.54 1.86 3.98
H -1.18 5.28 2.36
H -0.72 7.37 1.16
H 0.38 7.33 -1.04
H 0.99 5.19 -2.08
H 0.53 3.07 -0.89
O 1.52 0.17 2.82
S 2.54 1.21 3.27
C 4.08 0.30 3.44
C 4.38 -0.81 2.67
C 5.58 -1.47 2.89
C 6.44 -1.04 3.88
C 6.12 0.06 4.66
C 4.94 0.74 4.44
C 2.97 2.11 1.76
C 2.88 1.50 0.51
C 3.19 2.23 -0.62
C 3.61 3.55 -0.51
C 3.71 4.15 0.74
C 3.38 3.43 1.88
H 3.68 -1.16 1.92
H 5.83 -2.34 2.30
H 7.36 -1.57 4.06
H 6.79 0.38 5.45
H 4.67 1.60 5.03
H 2.59 0.46 0.43
H 3.12 1.77 -1.59
H 3.87 4.10 -1.39
H 4.03 5.17 0.83
H 3.44 3.89 2.85
*
```

DFT total energy = -82196.7422 eV
HOMO level = -12.723 eV
Kohn-Sham gap = 0.2584 hartree

***

[4]
ORCA calculation (ωB97M-V/def2-TZVPD) on C42H43N2OP2RhSi as an isolated structure at a distorted geometry.

Structure (ORCA input):
```
! RIJCOSX wB97M-V def2-TZVPD def2/J DEFGRID3
* xyz 2 1
Rh 0.05 0.27 0.05
C 0.65 2.81 -2.69
Si 0.35 1.08 -2.15
C -1.11 0.39 -3.09
C -1.46 0.90 -4.34
C -2.52 0.37 -5.06
C -3.26 -0.68 -4.54
C -2.95 -1.19 -3.28
C -1.90 -0.64 -2.56
P -1.51 -1.19 -0.89
C -2.30 -2.78 -0.65
C -3.51 -2.91 0.04
C -4.10 -4.16 0.14
C -3.49 -5.27 -0.43
C -2.29 -5.14 -1.11
C -1.69 -3.90 -1.22
C -2.36 -0.04 0.26
C -3.26 0.96 -0.13
C -3.96 1.66 0.83
C -3.75 1.40 2.19
C -2.83 0.44 2.59
C -2.13 -0.28 1.63
C 1.89 0.11 -2.64
C 2.26 0.04 -3.99
C 3.44 -0.58 -4.37
C 4.28 -1.15 -3.41
C 3.93 -1.08 -2.07
C 2.73 -0.46 -1.69
P 2.26 -0.37 0.04
C 1.81 -2.03 0.60
C 1.84 -3.14 -0.24
C 1.44 -4.38 0.25
C 1.00 -4.52 1.56
C 0.96 -3.41 2.40
C 1.37 -2.17 1.92
C 3.73 0.10 0.96
C 4.35 -0.76 1.86
C 5.53 -0.37 2.48
C 6.07 0.88 2.21
C 5.44 1.75 1.33
C 4.27 1.37 0.70
H 1.04 2.76 -3.72
H 1.40 3.31 -2.07
H -0.26 3.42 -2.68
H -0.88 1.72 -4.77
H -2.77 0.77 -6.04
H -4.08 -1.11 -5.10
H -3.54 -2.01 -2.87
H -4.00 -2.05 0.48
H -5.05 -4.26 0.66
H -3.96 -6.25 -0.34
H -1.82 -6.01 -1.56
H -0.75 -3.79 -1.75
H -3.43 1.15 -1.18
H -4.68 2.41 0.53
H -4.33 1.93 2.93
H -2.66 0.24 3.64
H -1.47 -1.09 1.93
H 1.63 0.49 -4.75
H 3.72 -0.61 -5.41
H 5.19 -1.64 -3.70
H 4.59 -1.51 -1.31
H 2.19 -3.04 -1.26
H 1.49 -5.25 -0.40
H 0.69 -5.49 1.93
H 0.64 -3.52 3.43
H 1.38 -1.31 2.59
H 3.93 -1.74 2.06
H 6.02 -1.04 3.17
H 7.00 1.18 2.69
H 5.87 2.73 1.13
H 3.78 2.04 0.01
C 0.71 1.35 3.28
N -0.21 2.48 3.17
C -0.66 3.08 4.44
C -0.52 2.85 1.90
O 0.02 2.18 0.97
N -1.32 3.87 1.50
C -1.48 4.07 0.06
C -2.02 4.92 2.25
H 0.86 1.12 4.33
H 1.68 1.58 2.83
H 0.30 0.47 2.79
H -0.23 2.50 5.25
H -1.74 3.03 4.55
H -0.31 4.10 4.56
H -1.23 3.18 -0.48
H -0.85 4.90 -0.28
H -2.52 4.34 -0.13
H -1.86 4.90 3.30
H -3.09 4.84 2.06
H -1.69 5.89 1.88
*
```

DFT total energy = -78732.2353 eV
HOMO level = -13.611 eV
Kohn-Sham gap = 0.2607 hartree

***

[5]
ORCA calculation (ωB97M-V/def2-TZVPD) on C42H44BGeN7O4S3W as an isolated structure at a distorted geometry.

Structure (ORCA input):
```
! RIJCOSX wB97M-V def2-TZVPD def2/J DEFGRID3
* xyz -2 1
W 0.36 -0.89 -1.13
N 1.74 -0.81 0.71
C 1.59 -1.74 1.83
C 1.75 -3.19 1.38
C 0.51 -3.68 0.57
O 0.02 -4.77 0.86
O 0.10 -2.93 -0.36
H 2.72 -0.79 0.42
H 1.44 0.15 0.96
H 0.59 -1.58 2.25
H 2.33 -1.51 2.61
H 1.87 -3.85 2.24
H 2.63 -3.28 0.74
C 6.20 3.22 4.22
C 4.87 3.07 3.54
C 4.03 1.99 3.80
C 2.80 1.88 3.19
C 2.38 2.86 2.30
C 3.20 3.96 2.04
C 4.43 4.06 2.64
S 0.79 2.72 1.50
O -0.06 1.99 2.43
O 0.36 4.07 1.16
N 1.03 1.73 0.26
C 1.16 2.06 -1.03
C 1.57 3.32 -1.50
C 1.69 3.56 -2.86
C 1.38 2.53 -3.74
C 1.00 1.31 -3.22
N 0.91 1.02 -1.90
H 6.39 2.38 4.88
H 6.24 4.14 4.80
H 7.01 3.27 3.48
H 4.36 1.23 4.51
H 2.13 1.07 3.41
H 2.83 4.73 1.39
H 5.07 4.91 2.45
H 1.77 4.09 -0.77
H 2.02 4.52 -3.24
H 1.43 2.65 -4.81
H 0.72 0.52 -3.90
C -2.31 -3.48 -1.74
N -1.14 -3.80 -2.51
C -0.50 -5.01 -2.58
C 0.54 -4.85 -3.44
N 0.56 -3.56 -3.89
B 1.40 -3.03 -5.07
N 2.17 -1.73 -4.70
C 2.56 -0.83 -5.65
C 3.34 0.11 -5.08
N 3.43 -0.20 -3.75
C 4.10 0.56 -2.73
C 2.69 -1.33 -3.53
S 2.63 -2.09 -2.03
C -0.44 -2.92 -3.26
S -0.89 -1.28 -3.40
H -2.43 -4.22 -0.95
H -3.19 -3.45 -2.38
H -2.17 -2.49 -1.28
H -0.80 -5.84 -1.98
H 1.28 -5.56 -3.77
H 0.67 -2.76 -5.98
H 2.22 -3.87 -5.35
H 2.24 -0.94 -6.67
H 3.82 0.98 -5.49
H 4.38 1.52 -3.14
H 4.99 0.04 -2.37
H 3.42 0.71 -1.88
C -1.20 -0.31 -0.21
Ge -2.69 0.15 0.86
C -4.07 -1.34 0.71
C -5.34 -1.25 0.15
C -6.18 -2.34 0.06
C -5.78 -3.57 0.57
C -4.51 -3.69 1.12
C -3.67 -2.60 1.17
C -3.44 1.94 0.41
C -2.80 3.05 0.96
C -3.17 4.34 0.62
C -4.22 4.55 -0.26
C -4.84 3.46 -0.85
C -4.43 2.18 -0.54
C -2.47 0.12 2.85
C -1.72 -0.86 3.47
C -1.60 -0.93 4.84
C -2.25 0.00 5.64
C -3.01 0.99 5.04
C -3.12 1.04 3.66
H -5.68 -0.30 -0.22
H -7.15 -2.25 -0.41
H -6.44 -4.42 0.52
H -4.19 -4.64 1.52
H -2.67 -2.72 1.56
H -1.97 2.90 1.64
H -2.64 5.17 1.04
H -4.53 5.56 -0.52
H -5.63 3.62 -1.57
H -4.89 1.35 -1.05
H -1.22 -1.60 2.85
H -1.00 -1.71 5.30
H -2.15 -0.04 6.71
H -3.52 1.72 5.65
H -3.72 1.82 3.20
*
```

DFT total energy = -154415.5162 eV
HOMO level (spin up / spin down) = 0.303 / 0.304 eV
Kohn-Sham gap (spin up / spin down) = 0.1287 / 0.1287 hartree